C5H22N2O4S | the ωB97M-V functional and the def2-TZVPD basis

As for the total energy: -1012.30037 hartree. Its HOMO energy is -8.85 eV. Its SMILES is CCNC[C@H](N)CS.O.O.O.O. The calculation puts the LUMO energy at 0.041 eV. As for the HOMO-LUMO gap: 8.89 eV. Its relative energy (zero: lowest compared OMol25 entry of this formula, charge and spin) is 49.7 kcal/mol.

Last columns: bonded neighbours and bond lengths (Å).
Element x y z (Å)
1 N -1.8718 1.1145 0.1619  C2 1.450, H9 1.006, H10 1.013
2 C -0.4783 1.0188 0.5519  N1 1.450, C3 1.540, C5 1.597, H11 1.099
3 C 0.5980 1.4201 -0.4737  C2 1.540, S4 1.779, H12 1.103, H13 1.116
4 S 1.3405 3.0101 -0.1791  C3 1.779, H14 1.320
5 C -0.2044 -0.5089 0.9280  C2 1.597, N6 1.481, H15 1.086, H16 1.086
6 N 1.0163 -0.4034 1.7604  C5 1.481, C7 1.462, H17 1.004
7 C 1.2951 -1.6520 2.4687  N6 1.462, C8 1.514, H18 1.098, H19 1.105
8 C 1.4793 -2.9039 1.6381  C7 1.514, H20 1.080, H21 1.105, H22 1.097
9 H -1.9817 0.8939 -0.8138  N1 1.006
10 H -2.3289 1.9440 0.5220  N1 1.013
11 H -0.2646 1.4905 1.5211  C2 1.099
12 H 1.3590 0.6277 -0.5738  C3 1.103
13 H 0.1075 1.3002 -1.4688  C3 1.116
14 H 0.2735 3.5402 0.3895  S4 1.320
15 H -1.1415 -0.9084 1.3051  C5 1.086
16 H -0.0221 -1.0730 0.0187  C5 1.086
17 H 1.7321 -0.0196 1.1701  N6 1.004
18 H 2.1408 -1.5675 3.1638  C7 1.098
19 H 0.4586 -1.7715 3.1802  C7 1.105
20 H 2.5284 -3.0855 1.4559  C8 1.080
21 H 1.1213 -2.8641 0.5932  C8 1.105
22 H 0.9525 -3.7949 2.0001  C8 1.097
23 H -2.3096 -0.0003 -2.8287  O25 0.962
24 H -1.3295 -1.0554 -2.6762  O25 0.999
25 O -1.4835 -0.2535 -3.2517  H23 0.962, H24 0.999
26 H -2.7592 -0.3862 2.3333  O28 0.970
27 H -1.6458 -0.3496 3.2769  O28 0.973
28 O -2.6034 -0.5203 3.2815  H26 0.970, H27 0.973
29 H 1.0735 1.0801 -3.5001  O31 0.960
30 H 0.4880 -0.3134 -3.3727  O31 0.962
31 O 1.3105 0.1511 -3.5544  H29 0.960, H30 0.962
32 H -0.2509 -2.8620 -1.2663  O34 0.969
33 H -1.3968 -3.1457 -2.2287  O34 0.965
34 O -0.7666 -2.4588 -1.9806  H32 0.969, H33 0.965